DFT (ωB97M-V/def2-TZVPD) results for one molecule with the formula C14H17N.

Summary:
Electronic energy, hartree: -598.2157
Relative energy (zero: lowest compared OMol25 entry of this formula, charge and spin), eV: 6.461
HOMO-LUMO gap, Eh: 0.2747
Highest occupied orbital energy, eV: -6.72
Strongest force on any atom, hartree/bohr: 0.1151

Structure (XYZ):
```
32
C14H17N, DFT ωB97M-V/def2-TZVPD
C 0.222 -3.828 2.651
C -0.881 -3.264 2.015
C 1.535 -3.605 2.096
C -0.651 -2.321 1.052
C 1.772 -2.794 0.963
C 0.640 -1.961 0.588
C 1.535 1.049 -1.372
C 0.602 2.156 -1.578
C -0.812 1.653 -1.561
C 0.813 -1.118 -0.517
C -1.717 1.909 -0.599
C 2.993 1.204 -1.740
C -1.479 2.676 0.649
C -3.245 1.569 -0.597
N 1.302 -0.025 -0.737
H 0.036 -4.524 3.520
H -1.864 -3.437 2.259
H 2.427 -4.192 2.469
H -1.562 -1.924 0.730
H 2.761 -2.588 0.461
H 0.588 3.116 -0.846
H 0.952 2.511 -2.511
H -1.241 0.953 -2.333
H 3.410 2.311 -1.791
H 3.201 0.854 -2.916
H 3.712 0.629 -1.281
H -1.409 3.647 0.426
H -0.662 2.315 1.070
H -2.237 2.675 1.349
H -3.520 1.068 -1.588
H -3.906 2.522 -0.434
H -3.314 0.763 0.104
```

natural (NBO) charges, unit e, in atom order: number 1, C, carries -0.245; number 2, C, carries -0.193; number 3, C, carries -0.203; number 4, C, carries -0.230; number 5, C, carries -0.225; number 6, C, carries -0.114; number 7, C, carries 0.139; number 8, C, carries -0.461; number 9, C, carries -0.233; number 10, C, carries 0.226; number 11, C, carries 0.062; number 12, C, carries -0.625; number 13, C, carries -0.663; number 14, C, carries -0.642; number 15, N, carries -0.268; number 16, H, carries 0.217; number 17, H, carries 0.208; number 18, H, carries 0.217; number 19, H, carries 0.210; number 20, H, carries 0.226; number 21, H, carries 0.220; number 22, H, carries 0.233; number 23, H, carries 0.212; number 24, H, carries 0.218; number 25, H, carries 0.199; number 26, H, carries 0.223; number 27, H, carries 0.217; number 28, H, carries 0.215; number 29, H, carries 0.213; number 30, H, carries 0.206; number 31, H, carries 0.224; number 32, H, carries 0.219